(1)
{"formula": "C54H49FINO9S", "method": "ωB97M-V/def2-TZVPD", "symbols": ["I", "S", "F", "O", "O", "O", "O", "O", "O", "O", "O", "O", "N", "C", "C", "C", "C", "C", "C", "C", "C", "C", "C", "C", "C", "C", "C", "C", "C", "C", "C", "C", "C", "C", "C", "C", "C", "C", "C", "C", "C", "C", "C", "C", "C", "C", "C", "C", "C", "C", "C", "C", "C", "C", "C", "C", "C", "C", "C", "C", "C", "C", "C", "C", "C", "C", "C", "H", "H", "H", "H", "H", "H", "H", "H", "H", "H", "H", "H", "H", "H", "H", "H", "H", "H", "H", "H", "H", "H", "H", "H", "H", "H", "H", "H", "H", "H", "H", "H", "H", "H", "H", "H", "H", "H", "H", "H", "H", "H", "H", "H", "H", "H", "H", "H", "H"], "coordinates": [[1.570, 1.150, -1.919], [-0.377, 3.698, -5.125], [-1.450, 2.996, -6.023], [-3.883, 5.715, -1.775], [-6.841, -1.142, -0.240], [0.770, -2.491, 2.756], [7.997, 3.550, 5.541], [6.442, 1.425, 0.870], [5.563, -4.898, 2.773], [0.746, 3.974, -5.966], [-7.817, -6.411, -0.406], [-1.087, 4.744, -4.463], [-0.064, 2.451, -4.065], [2.709, -1.522, 0.975], [2.566, -6.434, 5.244], [-4.093, -3.712, 1.549], [-4.354, -5.078, 1.530], [-1.149, 0.217, -3.798], [-4.978, -2.829, 0.956], [-6.378, -4.680, 0.301], [1.271, 4.118, -2.732], [-4.525, 1.004, -2.795], [-4.651, 3.374, -1.832], [1.332, -5.793, 5.262], [-8.482, -4.250, -1.080], [-7.055, -2.334, -0.300], [6.677, 1.935, 4.437], [3.728, -1.065, 0.155], [-10.203, -2.476, -2.348], [1.844, -3.053, 2.736], [-9.581, -4.730, -1.781], [-3.628, -0.134, -3.266], [6.199, 1.405, 5.630], [8.088, 3.657, 3.186], [1.217, 2.712, -3.357], [6.775, 1.927, 1.924], [3.578, -5.969, 4.423], [-4.303, 4.655, -2.616], [5.212, -2.742, 1.034], [-2.587, 0.301, -4.318], [7.621, 3.088, 4.485], [8.170, 3.629, 0.776], [4.194, -3.209, 1.856], [-0.167, 1.064, -4.618], [8.929, 4.763, 3.201], [6.263, 1.393, 3.219], [9.010, 4.729, 0.796], [-2.519, 5.613, -1.429], [-10.436, -3.846, -2.416], [-7.581, -5.222, -0.393], [-6.123, -3.308, 0.333], [4.471, -4.371, 2.748], [5.305, 0.348, 5.606], [4.979, -1.673, 0.188], [-5.493, -5.562, 0.909], [2.128, 4.314, -1.483], [-9.108, -1.992, -1.653], [4.884, -0.184, 4.393], [2.117, -4.227, 3.617], [1.109, -4.693, 4.452], [-3.760, 2.149, -2.125], [3.359, -4.864, 3.610], [-8.241, -2.876, -1.022], [2.940, -2.593, 1.834], [7.700, 3.094, 1.969], [5.362, 0.335, 3.202], [9.386, 5.299, 2.008], [-5.706, -6.622, 0.882], [9.374, 5.146, -0.133], [-2.311, 6.384, -0.687], [3.582, -0.219, -0.508], [0.828, 0.616, -4.647], [-0.510, 1.095, -5.645], [4.179, -1.007, 4.376], [-5.184, 5.035, -3.134], [0.155, -4.185, 4.457], [1.681, 4.773, -3.507], [10.037, 6.163, 2.021], [-4.243, -0.942, -3.668], [-3.379, 1.771, -1.169], [-4.790, -1.764, 0.965], [2.218, 5.389, -1.304], [5.043, -0.074, 2.253], [-5.685, 3.103, -2.064], [-5.121, 1.397, -3.626], [-4.628, 3.630, -0.772], [3.140, 3.925, -1.603], [-3.663, -5.768, 1.997], [-0.794, -0.813, -3.727], [1.734, -1.052, 0.972], [-1.875, 5.774, -2.303], [4.545, -6.453, 4.401], [2.737, -7.297, 5.874], [-10.876, -1.787, -2.840], [-3.529, 4.445, -3.364], [9.217, 5.192, 4.150], [-5.228, 0.608, -2.054], [6.183, -3.217, 1.078], [-2.888, 2.450, -2.715], [-2.288, 4.635, -0.987], [-1.141, 0.605, -2.773], [7.867, 3.177, -0.158], [-11.288, -4.222, -2.966], [1.667, 3.882, -0.595], [6.534, 1.831, 6.565], [-2.686, -0.349, -5.192], [-8.912, -0.930, -1.592], [0.544, -6.153, 5.911], [-9.753, -5.797, -1.822], [4.933, -0.062, 6.536], [-3.197, -3.333, 2.023], [-3.108, -0.544, -2.393], [0.259, 4.462, -2.525], [-2.780, 1.332, -4.619], [2.032, 2.599, -4.077], [5.778, -1.293, -0.434]], "atomic_forces_ev_per_a": [[0.0, 0.1, 0.1], [-0.2, 0.2, 0.1], [0.1, 0.0, 0.1], [0.1, 0.1, 0.0], [-0.1, 0.1, -0.1], [0.0, 0.0, 0.0], [0.0, 0.0, 0.0], [0.0, 0.0, -0.1], [0.0, 0.0, 0.0], [-0.5, -0.1, 0.3], [0.0, 0.0, 0.0], [0.5, -0.4, -0.4], [0.0, 0.0, -0.2], [0.1, 0.1, 0.0], [0.0, 0.0, 0.0], [0.0, 0.0, 0.0], [0.0, 0.0, 0.0], [-0.1, 0.5, 0.3], [0.1, 0.0, 0.0], [0.0, 0.0, 0.0], [0.1, 0.0, 0.1], [0.0, 0.1, 0.2], [0.1, 0.0, -0.3], [0.0, 0.0, 0.0], [0.0, 0.0, 0.0], [0.1, 0.0, 0.0], [0.0, 0.0, 0.0], [0.1, 0.0, 0.0], [0.0, 0.0, 0.0], [0.0, 0.0, 0.0], [-0.1, 0.0, 0.0], [0.1, 0.0, -0.1], [0.0, 0.0, 0.0], [0.0, 0.0, 0.0], [-0.1, 0.3, 0.0], [-0.1, -0.1, 0.0], [0.0, -0.1, 0.1], [-0.2, -0.1, 0.0], [0.0, 0.1, -0.1], [0.1, -0.4, 0.2], [0.0, 0.0, 0.0], [0.0, 0.1, 0.0], [-0.1, 0.0, 0.0], [0.0, -0.3, -0.1], [0.1, 0.1, 0.0], [0.0, 0.0, 0.0], [0.0, 0.0, 0.0], [0.0, 0.1, 0.1], [0.0, 0.0, 0.0], [0.0, 0.0, 0.0], [0.0, 0.0, 0.0], [0.1, 0.0, 0.0], [0.0, 0.0, 0.0], [0.0, 0.0, 0.0], [0.1, 0.0, 0.0], [0.0, 0.3, -0.1], [-0.1, 0.0, -0.1], [0.0, 0.0, 0.0], [0.0, 0.0, 0.0], [0.0, 0.0, 0.1], [-0.2, 0.0, 0.4], [0.0, 0.0, 0.0], [0.0, 0.0, 0.0], [0.0, 0.0, 0.0], [0.0, 0.0, 0.0], [0.0, 0.0, 0.0], [0.0, 0.0, 0.0], [0.0, 0.0, 0.0], [0.0, 0.0, 0.0], [0.0, 0.0, 0.0], [0.0, -0.1, 0.1], [0.0, 0.1, 0.1], [0.0, 0.1, -0.2], [0.0, 0.0, 0.0], [0.0, 0.0, 0.0], [0.0, 0.0, 0.0], [-0.2, 0.0, -0.1], [0.0, 0.0, 0.0], [0.0, 0.0, 0.1], [0.2, 0.0, -0.1], [-0.1, 0.0, 0.0], [0.0, -0.1, 0.0], [0.0, 0.0, 0.0], [0.0, 0.0, 0.1], [0.1, 0.0, -0.1], [0.0, 0.0, 0.0], [0.0, -0.1, 0.0], [0.0, 0.0, 0.0], [-0.1, 0.0, -0.1], [0.0, 0.0, 0.0], [-0.1, -0.1, 0.0], [0.0, 0.0, 0.0], [0.0, 0.0, 0.0], [0.0, 0.0, 0.0], [0.0, 0.0, 0.0], [0.0, 0.0, 0.0], [-0.1, 0.0, -0.1], [0.0, 0.0, 0.0], [0.0, 0.0, 0.0], [0.0, 0.0, 0.0], [0.0, -0.1, -0.1], [0.0, 0.0, 0.0], [0.0, 0.0, 0.0], [0.1, -0.1, -0.1], [0.0, 0.0, 0.0], [0.0, 0.3, -0.2], [0.0, 0.0, 0.0], [0.0, 0.0, 0.0], [0.0, 0.0, 0.0], [0.0, 0.0, 0.0], [0.0, 0.0, 0.0], [0.0, -0.1, 0.0], [0.0, -0.1, 0.1], [-0.1, 0.0, -0.2], [0.1, -0.2, 0.2], [0.0, 0.0, 0.0]], "energy_ev": -98364.7783, "relative_energy_kcal_mol": 0.00, "smiles": "CC[C@@H](I)N(CCCCCCCCOC)S(=O)(=O)F.O=C1c2ccccc2C(=O)c2ccccc21.O=C1c2ccccc2C(=O)c2ccccc21.O=C1c2ccccc2C(=O)c2ccccc21", "multiplicity": 1}

(2)
{"formula": "C54H50F4N6", "method": "ωB97M-V/def2-TZVPD", "symbols": ["F", "F", "F", "F", "N", "N", "N", "N", "N", "N", "C", "C", "C", "C", "C", "C", "C", "C", "C", "C", "C", "C", "C", "C", "C", "C", "C", "C", "C", "C", "C", "C", "C", "C", "C", "C", "C", "C", "C", "C", "C", "C", "C", "C", "C", "C", "C", "C", "C", "C", "C", "C", "C", "C", "C", "C", "C", "C", "C", "C", "C", "C", "C", "C", "H", "H", "H", "H", "H", "H", "H", "H", "H", "H", "H", "H", "H", "H", "H", "H", "H", "H", "H", "H", "H", "H", "H", "H", "H", "H", "H", "H", "H", "H", "H", "H", "H", "H", "H", "H", "H", "H", "H", "H", "H", "H", "H", "H", "H", "H", "H", "H", "H", "H"], "coordinates": [[4.706, -3.460, 2.820], [-4.752, -2.090, -1.722], [4.629, 3.959, 2.515], [-4.656, 0.801, -4.785], [2.400, 3.819, -2.981], [1.611, -1.706, -4.744], [2.368, 0.325, 5.014], [-4.453, 1.614, 1.991], [1.761, -4.952, 0.356], [-0.811, -0.203, 1.324], [4.266, -0.967, 0.252], [0.082, -0.434, 4.687], [3.397, 4.075, 1.994], [4.226, 0.169, 1.027], [-0.387, 0.601, 5.442], [-2.257, 0.189, -0.595], [0.159, -6.334, 1.564], [-4.911, -4.162, -2.699], [1.837, 2.759, -3.501], [0.739, -2.293, -3.942], [2.558, 1.548, -3.562], [-4.350, -3.343, -1.759], [-3.702, 3.739, -2.165], [1.476, -0.550, 4.466], [2.464, -3.459, -2.760], [-1.077, 0.714, -1.275], [0.857, 4.399, 0.918], [1.046, -6.109, 0.506], [1.977, 4.988, 0.332], [2.317, 3.464, 2.562], [0.089, 0.797, -0.592], [1.085, -3.223, -2.946], [-2.904, -4.995, -0.994], [1.875, 1.238, 5.825], [-4.259, 1.719, -3.869], [4.616, -2.292, 2.195], [-4.067, 4.318, 1.894], [-0.172, -5.314, 2.396], [1.056, 3.637, 2.061], [-5.035, 1.896, -2.739], [-2.024, -0.268, 0.684], [3.557, 3.731, -2.447], [-3.446, -5.916, -1.842], [4.343, 2.595, -2.489], [0.541, 1.413, 6.050], [0.449, -4.110, 2.173], [-3.217, 2.539, -4.231], [-5.433, 2.426, 1.643], [-3.268, 2.106, 2.309], [3.347, -2.908, -3.657], [-5.260, 3.771, 1.425], [-2.962, 3.549, -3.327], [0.188, 0.356, 0.737], [-3.316, -3.656, -0.898], [-4.466, -5.479, -2.684], [1.411, -3.977, 1.241], [4.350, 0.090, 2.399], [-3.061, 3.491, 2.321], [2.884, -2.070, -4.641], [-4.695, 2.904, -1.853], [4.513, -1.173, 2.986], [4.504, -2.205, 0.810], [3.844, 1.437, -3.060], [3.236, 4.947, 0.940], [-0.145, 4.417, 0.483], [0.293, 2.173, 6.820], [1.945, -3.035, 0.999], [-0.338, -7.342, 1.689], [0.835, 2.826, -3.899], [1.905, 5.563, -0.543], [-5.677, -3.832, -3.347], [0.361, -3.662, -2.327], [2.102, 0.633, -4.000], [4.102, 5.438, 0.457], [4.249, 0.994, 2.929], [-5.750, 1.143, -2.415], [-0.298, -2.256, -4.189], [-1.436, 0.699, 5.619], [1.350, -6.850, -0.230], [4.056, 1.195, 0.622], [-2.857, 2.497, -5.242], [4.519, -3.149, 0.247], [3.635, -1.568, -5.219], [-2.054, 3.933, 2.537], [-3.460, 4.641, -1.548], [0.951, 1.287, -1.097], [1.971, -1.165, 3.763], [-2.927, -0.618, 1.277], [-6.064, 4.410, 1.089], [-1.120, 1.071, -2.300], [4.242, -0.761, -0.830], [-3.176, 0.118, -1.145], [2.459, 2.787, 3.413], [-4.991, -6.067, -3.397], [-2.127, 4.160, -3.621], [-0.884, -5.476, 3.155], [3.939, 4.635, -2.024], [0.184, 3.106, 2.417], [-6.398, 1.989, 1.405], [5.256, 2.561, -1.928], [4.619, -1.227, 4.042], [-2.893, -2.893, -0.261], [4.310, 0.424, -2.955], [-3.121, -6.927, -1.832], [-3.929, 5.424, 1.814], [1.102, 0.545, 1.279], [2.570, 1.972, 6.265], [-5.188, 3.006, -0.864], [2.749, -4.086, -1.982], [-0.592, -1.173, 4.219], [-2.481, 1.418, 2.700], [0.116, -3.207, 2.695], [-2.162, -5.217, -0.267], [4.423, -3.030, -3.576]], "atomic_forces_ev_per_a": [[0.3, -0.9, 0.0], [-0.9, 1.9, 0.0], [0.1, -0.4, 0.3], [0.1, -0.2, 0.3], [-3.0, 1.4, -0.4], [0.0, 0.1, -0.8], [-0.6, -1.2, -0.7], [0.1, -1.2, 0.6], [-1.8, -0.9, 1.2], [-2.3, -0.7, 1.1], [0.6, 0.7, -1.4], [1.1, -1.7, -1.5], [0.2, 1.4, -0.2], [-0.4, 1.6, 0.3], [0.1, -0.2, 0.6], [2.9, 0.5, -0.9], [-0.5, -2.5, -1.1], [1.0, -1.3, 1.2], [1.2, -1.9, -0.5], [0.2, -2.0, 0.5], [-1.3, -1.2, -0.9], [0.9, 0.6, 0.2], [2.5, 2.7, -0.1], [-0.1, 2.4, 1.1], [-2.0, 0.5, -1.0], [-2.2, -0.7, 0.4], [0.4, -0.2, -0.3], [1.7, 1.1, 0.0], [0.0, 0.3, 1.2], [0.3, -1.5, 1.7], [1.7, 1.0, -0.4], [2.2, 1.4, -1.0], [0.6, 1.7, 1.5], [0.9, 0.9, 0.1], [-1.2, -0.3, -0.8], [-0.6, 1.1, -0.4], [-0.4, 1.6, -1.1], [0.5, 0.1, -0.4], [-0.9, 0.1, -1.1], [0.4, -1.2, 0.7], [-0.9, -0.2, 0.6], [2.4, -0.1, 0.2], [-1.0, 0.5, -0.6], [0.4, -0.8, 0.7], [-0.7, 1.3, 1.6], [-1.2, 1.6, 1.5], [-1.2, 0.1, 0.7], [-0.4, 0.0, -1.1], [0.4, 0.6, 0.8], [0.7, -0.1, 0.4], [0.2, 0.7, 1.4], [0.9, 0.2, -0.7], [0.5, 0.7, -1.5], [-0.8, -1.5, -1.3], [-0.2, 0.6, -0.4], [1.9, 0.3, -2.9], [-0.1, -1.5, -0.7], [1.8, 0.0, 0.0], [-0.1, 0.7, 0.8], [-1.8, -1.0, 1.4], [0.4, 1.3, -0.3], [-0.2, -1.3, 0.2], [-0.5, -0.2, 0.7], [0.1, -0.5, -1.3], [0.5, 0.3, -0.1], [-0.2, -0.4, -0.9], [-0.6, -0.5, 0.7], [0.7, 1.3, -0.3], [-0.1, 0.1, 0.0], [-0.3, 0.6, -1.1], [-0.6, 0.4, -0.5], [-0.9, -0.5, 0.7], [0.1, 0.9, 0.3], [-0.6, -0.3, 0.5], [0.1, 0.6, 1.0], [-0.1, 0.2, -0.5], [-0.7, 0.9, -0.1], [-0.5, 0.2, 0.1], [-0.5, -0.3, 0.2], [0.2, -1.1, -0.1], [0.6, -0.2, 0.0], [0.1, 0.6, 0.1], [-0.1, 0.3, -0.7], [-1.1, -0.6, 0.1], [-0.2, -1.1, -0.4], [-0.5, -0.5, 0.5], [-0.2, -1.2, -0.6], [1.5, 0.2, -0.6], [-0.1, -0.1, -0.1], [-0.2, -0.1, 0.1], [-0.2, -0.8, 0.4], [-0.4, 0.0, 0.3], [0.1, 0.3, -0.3], [0.1, -1.1, -0.3], [0.0, 0.7, 0.4], [-0.7, 0.1, 0.8], [0.4, 0.4, 0.4], [0.2, -0.1, 0.6], [0.1, -0.3, 0.1], [0.5, 0.2, 0.0], [-0.1, -0.3, 0.8], [0.1, -0.2, 0.1], [-0.2, 1.2, -0.4], [0.2, -0.6, -0.1], [0.0, -1.1, 0.2], [0.2, -0.3, 0.3], [-0.1, -0.6, -0.1], [0.1, -0.1, -1.1], [0.7, -1.0, 1.3], [0.4, 0.6, 0.2], [-0.7, 0.5, -0.7], [0.3, -0.3, 0.1], [0.8, -0.8, 0.3], [-0.1, -0.3, 0.1]], "energy_ev": -76616.2656, "relative_energy_kcal_mol": 0.00, "smiles": "Fc1ccccc1.Fc1ccccc1.Fc1ccccc1.Fc1ccccc1.c1ccncc1.c1ccncc1.c1ccncc1.c1ccncc1.c1ccncc1.c1ccncc1", "multiplicity": 1}

| no. | highest occupied orbital energy (eV) |
| --- | --- |
| 1 | -9.4 |
| 2 | -9.2 |